(1)
{
  "formula": "C17H26N2O4S2",
  "method": "the ωB97M-V functional and the def2-TZVPD basis",
  "elements": ["O", "C", "N", "H", "C", "H", "H", "C", "C", "C", "C", "C", "C", "H", "H", "H", "H", "H", "H", "H", "H", "H", "H", "H", "C", "C", "C", "C", "C", "S", "S", "O", "O", "N", "C", "C", "O", "C", "C", "H", "H", "H", "H", "H", "H", "H", "H", "H", "H", "H", "H"],
  "coordinates": [[-0.56, -1.17, -1.56], [-1.16, -2.02, -0.93], [-2.50, -2.06, -0.83], [-2.94, -2.74, -0.24], [-3.34, -1.03, -1.42], [-2.80, -0.63, -2.28], [-4.27, -1.49, -1.76], [-3.64, 0.12, -0.44], [-4.39, 1.23, -1.16], [-4.69, 2.39, -0.21], [-5.50, 1.91, 0.99], [-4.75, 0.79, 1.71], [-4.46, -0.37, 0.76], [-3.91, -1.14, 1.30], [-5.40, -0.79, 0.41], [-5.35, 0.43, 2.56], [-3.81, 1.18, 2.11], [-5.69, 2.74, 1.67], [-6.47, 1.53, 0.64], [-5.23, 3.17, -0.74], [-3.74, 2.82, 0.14], [-3.80, 1.59, -2.00], [-5.33, 0.84, -1.56], [-2.68, 0.51, -0.08], [-0.44, -3.17, -0.22], [0.95, -2.78, 0.14], [1.67, -3.19, 1.23], [2.97, -2.64, 1.26], [3.21, -1.85, 0.18], [1.86, -1.72, -0.87], [4.66, -0.89, -0.12], [5.69, -1.33, 0.77], [4.93, -0.90, -1.53], [4.12, 0.62, 0.39], [5.03, 1.36, 1.24], [6.07, 2.10, 0.39], [5.45, 2.94, -0.56], [4.62, 2.19, -1.43], [3.53, 1.44, -0.65], [2.97, 0.80, -1.32], [2.85, 2.15, -0.16], [4.17, 2.92, -2.11], [5.21, 1.46, -1.99], [6.70, 2.75, 1.00], [6.70, 1.35, -0.12], [5.52, 0.65, 1.90], [4.44, 2.08, 1.82], [3.70, -2.82, 2.02], [1.29, -3.85, 1.98], [-0.42, -4.00, -0.94], [-0.99, -3.49, 0.66]],
  "energy_ha": -1870.2306,
  "smiles": "O=C(Cc1ccc(S(=O)(=O)N2CCOCC2)s1)NCC1CCCCC1",
  "e_homo_ev": -8.58,
  "lumo_energy_ev": 0.4,
  "homo_lumo_gap_ev": 9.01
}

(2)
{
  "formula": "C27H47Ge2N6O2S4SbZn",
  "method": "the ωB97M-V functional and the def2-TZVPD basis",
  "elements": ["Zn", "S", "Sb", "S", "S", "S", "N", "C", "C", "C", "C", "N", "C", "N", "N", "C", "O", "O", "H", "H", "H", "H", "H", "H", "H", "H", "H", "H", "H", "H", "H", "H", "C", "Ge", "C", "C", "Ge", "C", "C", "C", "C", "C", "C", "C", "C", "C", "C", "C", "C", "H", "H", "H", "H", "H", "H", "H", "H", "H", "H", "H", "H", "H", "H", "H", "H", "H", "H", "H", "C", "C", "N", "C", "C", "C", "C", "N", "H", "H", "H", "H", "H", "H", "H", "H", "H", "H", "H", "H", "H", "H"],
  "coordinates": [[0.44, -0.15, 0.23], [-2.97, -2.31, -1.76], [-2.39, -1.87, 0.41], [1.46, -1.93, 1.46], [0.76, -3.54, 0.43], [-1.14, -3.98, 1.07], [3.72, -0.38, -0.80], [4.09, 1.01, -0.80], [4.42, 1.59, -2.20], [3.32, 1.42, -3.25], [1.99, 2.14, -2.99], [2.07, 3.43, -2.32], [3.00, 4.37, -2.58], [3.51, 4.52, -3.85], [3.36, 5.23, -1.59], [3.02, 1.90, -0.10], [3.37, 3.05, 0.18], [1.87, 1.43, 0.06], [4.28, -0.92, -1.44], [2.74, -0.49, -1.03], [5.01, 1.11, -0.20], [5.31, 1.09, -2.57], [4.66, 2.65, -2.07], [3.09, 0.35, -3.32], [3.73, 1.72, -4.22], [1.38, 1.52, -2.33], [1.45, 2.27, -3.94], [1.81, 3.40, -1.34], [2.95, 4.09, -4.57], [3.82, 5.46, -4.08], [3.27, 4.80, -0.66], [4.23, 5.72, -1.72], [2.16, 1.47, 3.57], [0.17, 1.51, 3.69], [-0.32, -0.21, 4.59], [-0.25, 2.90, 5.10], [-0.78, 1.58, 1.40], [-0.43, 3.41, 0.71], [0.32, 4.33, 1.44], [0.63, 5.57, 0.93], [0.19, 5.93, -0.33], [-0.54, 5.03, -1.08], [-0.84, 3.78, -0.56], [-2.77, 1.60, 1.72], [-3.68, 1.64, 0.66], [-5.04, 1.53, 0.88], [-5.53, 1.35, 2.17], [-4.64, 1.32, 3.23], [-3.28, 1.45, 3.00], [2.61, 1.54, 4.56], [2.54, 2.27, 2.95], [2.47, 0.53, 3.12], [0.25, -0.32, 5.52], [-0.06, -1.06, 3.95], [-1.38, -0.28, 4.83], [0.21, 2.59, 6.03], [-1.32, 3.00, 5.26], [0.14, 3.87, 4.83], [0.67, 4.04, 2.42], [1.20, 6.28, 1.53], [0.42, 6.91, -0.73], [-0.88, 5.30, -2.07], [-1.40, 3.08, -1.16], [-3.31, 1.74, -0.35], [-5.73, 1.57, 0.05], [-6.59, 1.25, 2.34], [-5.01, 1.18, 4.24], [-2.59, 1.42, 3.83], [-0.18, -2.32, -6.05], [-0.98, -2.44, -4.75], [-0.15, -2.29, -3.58], [0.62, -3.46, -3.18], [2.12, -3.28, -3.40], [-0.14, -1.18, -2.82], [-0.88, 0.03, -3.32], [0.51, -1.07, -1.71], [-0.81, -2.50, -6.91], [0.63, -3.04, -6.06], [0.25, -1.32, -6.14], [-1.46, -3.42, -4.70], [-1.78, -1.71, -4.72], [0.26, -4.31, -3.76], [0.42, -3.69, -2.12], [2.35, -3.19, -4.46], [2.65, -4.14, -3.00], [2.49, -2.40, -2.89], [-1.94, -0.16, -3.27], [-0.58, 0.27, -4.33], [-0.65, 0.86, -2.66], [0.95, -1.94, -1.42]],
  "charge": -1,
  "energy_ha": -9302.4113,
  "spin_multiplicity": 2,
  "e_homo_ev": [-2.72, -3.60],
  "lumo_energy_ev": [1.3, 1.3],
  "homo_lumo_gap_ev": [4.03, 4.91]
}

(3)
{
  "formula": "C4H7N3O4S",
  "method": "the ωB97M-V functional and the def2-TZVPD basis",
  "elements": ["O", "O", "N", "N", "O", "O", "C", "C", "N", "C", "C", "S", "H", "H", "H", "H", "H", "H", "H"],
  "coordinates": [[0.43, -3.04, 0.89], [1.17, -3.60, -1.35], [0.69, 1.37, -1.14], [1.74, -0.57, -2.12], [1.56, 0.82, -2.23], [-0.37, 0.43, 0.67], [0.42, 0.33, -0.42], [0.99, -0.83, -1.07], [-0.99, -2.70, -1.02], [-0.05, 2.61, 1.64], [-0.98, 1.62, 1.02], [0.53, -2.59, -0.52], [-1.16, -3.60, -1.40], [-1.45, -2.66, -0.15], [0.66, 2.29, 2.42], [-0.56, 3.55, 2.00], [0.62, 3.01, 0.87], [-1.81, 1.44, 1.74], [-1.45, 2.13, 0.17]],
  "energy_ha": -1019.8503,
  "smiles": "CCOc1nonc1S(N)(=O)=O",
  "e_homo_ev": -11.01,
  "lumo_energy_ev": -0.6,
  "homo_lumo_gap_ev": 10.41
}

Record order is preserved below.
ΔE to the lowest compared entry with this formula, charge and spin: 49.6 234.8 440.5 kJ/mol